Entry from OMol25: a 2-piece molecular cluster, C14H16 overall at a distorted geometry (the ωB97M-V functional and the def2-TZVPD basis).

The geometry in XYZ format:
```
30
C14H16 the ωB97M-V functional and the def2-TZVPD basis
C -4.22 -1.95 -2.44
C -0.18 -1.03 -1.45
C -0.61 -2.34 -1.47
C -1.03 0.00 -1.82
C -1.94 -2.67 -1.74
C -2.34 -0.29 -2.15
C -2.77 -1.62 -2.16
H 0.86 -0.81 -1.24
H 0.15 -3.11 -1.35
H -0.71 1.03 -1.86
H -2.42 -3.63 -1.63
H -3.06 0.50 -2.31
H -4.86 -1.77 -1.57
H -4.29 -3.05 -2.47
H -4.72 -1.54 -3.31
C 3.62 3.07 1.71
C 2.78 1.05 2.88
C 2.60 1.97 1.86
C 1.85 0.01 3.00
C 0.70 0.05 2.22
C 1.56 1.93 0.94
C 0.54 1.02 1.21
H 3.67 1.05 3.49
H 1.92 -0.78 3.73
H 3.98 3.17 0.68
H 4.58 2.92 2.22
H -0.08 -0.70 2.23
H 1.42 2.62 0.13
H -0.33 0.84 0.60
H 3.33 4.05 2.10
```

Results
- E_HOMO (eV) = -8.884
- HOMO-LUMO gap (eV) = 9.84
- total charge = 0
- ΔE to the lowest compared entry with this formula, charge and spin (kcal per mole) = 17.8

---

Entry from OMol25: a 2-piece molecular cluster, C14H16 overall at a distorted geometry (the ωB97M-V functional and the def2-TZVPD basis).

The geometry in XYZ format:
```
30
C14H16 the ωB97M-V functional and the def2-TZVPD basis
C -1.76 -2.69 -0.15
C -1.88 0.59 -2.10
C -2.22 -0.49 -1.31
C -0.60 0.62 -2.66
C -1.35 -1.54 -1.03
C 0.29 -0.42 -2.42
C -0.10 -1.49 -1.63
H -2.52 1.42 -2.37
H -3.26 -0.57 -1.06
H -0.30 1.42 -3.32
H 1.28 -0.43 -2.85
H -2.01 -3.57 -0.73
H -2.45 -2.37 0.63
H 0.51 -2.37 -1.49
H -0.87 -2.96 0.45
C -0.77 2.11 1.40
C 0.61 0.10 1.97
C 0.55 1.39 1.47
C 1.74 -0.71 1.90
C 2.94 -0.04 1.63
C 1.74 1.96 1.02
C 2.92 1.23 1.10
H -0.29 -0.46 2.13
H 1.67 -1.68 2.37
H -1.43 1.79 0.58
H -0.59 3.15 1.10
H 3.87 -0.57 1.84
H 1.81 2.94 0.56
H 3.79 1.67 0.61
H -1.34 1.96 2.32
```

Results
- E_HOMO (eV) = -8.832
- HOMO-LUMO gap (eV) = 9.78
- total charge = 0
- ΔE to the lowest compared entry with this formula, charge and spin (kcal per mole) = 15.9

---

Entry from OMol25: a 2-piece molecular cluster, C14H16 overall at a distorted geometry (the ωB97M-V functional and the def2-TZVPD basis).

The geometry in XYZ format:
```
30
C14H16 the ωB97M-V functional and the def2-TZVPD basis
C 1.53 1.18 -3.29
C -0.25 2.14 -1.70
C 0.77 2.30 -2.63
C -0.85 3.12 -0.94
C 1.15 3.63 -2.83
C -0.48 4.45 -1.20
C 0.56 4.65 -2.09
H -0.56 1.10 -1.60
H -1.73 2.89 -0.34
H 1.19 0.89 -4.29
H 1.31 0.22 -2.83
H 2.00 3.79 -3.49
H -1.05 5.21 -0.69
H 0.97 5.62 -2.33
H 2.54 1.55 -3.35
C 1.72 -2.49 2.20
C -1.74 -3.50 1.14
C -0.37 -3.42 1.18
C -2.58 -3.12 2.17
C 0.27 -2.83 2.31
C -1.92 -2.77 3.32
C -0.55 -2.49 3.37
H -2.17 -3.67 0.14
H 0.25 -3.74 0.35
H -3.65 -3.04 2.03
H -2.49 -2.50 4.21
H 2.34 -2.79 1.37
H 2.21 -2.92 3.09
H -0.27 -1.99 4.29
H 1.86 -1.44 2.45
```

Results
- E_HOMO (eV) = -8.952
- HOMO-LUMO gap (eV) = 9.69
- total charge = 0
- ΔE to the lowest compared entry with this formula, charge and spin (kcal per mole) = 27.1

---

Entry from OMol25: a 2-piece molecular cluster, C14H16 overall at a distorted geometry (the ωB97M-V functional and the def2-TZVPD basis).

The geometry in XYZ format:
```
30
C14H16 the ωB97M-V functional and the def2-TZVPD basis
C -0.21 2.35 0.62
C 2.38 0.19 2.21
C 3.50 0.50 1.48
C 1.25 0.88 1.94
C 1.16 1.81 0.80
C 3.52 1.47 0.46
C 2.31 2.15 0.14
H 2.51 -0.42 3.10
H 4.34 -0.23 1.77
H 0.31 0.66 2.57
H 4.35 1.66 -0.07
H -0.49 2.27 -0.57
H -0.48 3.30 1.03
H 2.20 2.92 -0.70
H -0.95 1.55 0.89
C 0.14 -1.87 0.08
C -2.39 -1.82 -2.60
C -3.47 -1.08 -2.08
C -1.20 -1.92 -1.96
C -1.21 -1.61 -0.56
C -3.28 -0.52 -0.88
C -2.13 -0.76 -0.07
H -2.55 -1.97 -3.68
H -4.45 -1.16 -2.70
H -0.29 -2.31 -2.42
H -4.17 0.13 -0.60
H 0.25 -1.35 1.13
H 0.96 -1.53 -0.60
H -2.12 -0.32 0.94
H 0.19 -2.97 0.34
```

Results
- E_HOMO (spin up / spin down) (eV) = -11.713 / -11.707
- HOMO-LUMO gap (spin up / spin down) (eV) = 7.34 / 3.40
- total charge = +1
- 2S+1 = 2
- ⟨S²⟩ = 0.77
- ΔE to the lowest compared entry with this formula, charge and spin (kcal per mole) = 56.8

---

Entry from OMol25: C14H16Ba2Mn2N2O4 as an isolated structure at a distorted geometry (the ωB97M-V functional and the def2-TZVPD basis).

The geometry in XYZ format:
```
40
C14H16Ba2Mn2N2O4 the ωB97M-V functional and the def2-TZVPD basis
Ba 2.27 -5.13 0.30
Ba -3.67 -1.00 4.95
Mn -2.09 2.68 3.45
Mn 3.69 0.00 0.03
C -1.00 -2.16 1.06
C -1.82 -1.18 1.62
C -1.46 0.26 1.39
O -2.14 1.26 1.84
C -0.28 0.63 0.68
C 0.61 -0.33 0.26
C 0.21 -1.87 0.38
O 0.90 -2.78 -0.12
O 1.77 0.06 -0.22
O -2.84 -1.57 2.27
H -1.20 -3.20 1.26
H -0.09 1.68 0.51
C -1.10 -2.98 -3.34
C -2.04 -4.17 -3.52
C -2.21 -5.05 -2.26
C -0.97 -5.42 -1.58
N 0.01 -5.77 -1.10
H -0.07 -3.30 -3.14
H -1.47 -2.28 -2.59
H -1.10 -2.49 -4.31
H -1.59 -4.86 -4.24
H -2.99 -3.88 -3.95
H -2.65 -6.02 -2.47
H -2.78 -4.47 -1.53
C 2.84 5.56 2.50
C 1.59 5.41 1.66
C 1.77 4.60 0.31
C 2.33 5.45 -0.73
N 2.82 6.13 -1.55
H 2.62 6.21 3.35
H 3.66 5.93 1.89
H 3.15 4.66 3.04
H 1.23 6.40 1.39
H 0.77 4.90 2.20
H 0.79 4.28 -0.05
H 2.52 3.80 0.35
```

Results
- E_HOMO (spin up / spin down) (eV) = -22.781 / -22.860
- HOMO-LUMO gap (spin up / spin down) (eV) = 2.20 / 2.23
- total charge = +6
- 2S+1 = 11
- ⟨S²⟩ = 30.02

---

Entry from OMol25: C14H16Br2ClFKMgN4O4S as an isolated structure at a distorted geometry (the ωB97M-V functional and the def2-TZVPD basis).

The geometry in XYZ format:
```
45
C14H16Br2ClFKMgN4O4S the ωB97M-V functional and the def2-TZVPD basis
N -4.09 0.57 0.74
C -2.73 0.42 1.16
C -2.20 -0.81 1.34
C -0.88 -0.96 1.78
C -0.12 0.14 2.04
Br 1.62 -0.19 2.59
C -0.64 1.44 1.87
N 0.13 2.54 2.11
C -0.45 3.69 1.94
N 0.30 4.87 2.23
C 0.91 5.33 1.28
O 1.46 5.76 0.37
C -1.81 3.82 1.52
C -2.41 5.20 1.38
C -2.72 5.79 2.75
O -2.46 6.87 3.11
Cl -3.57 4.62 3.84
N -2.56 2.80 1.25
C -1.96 1.58 1.43
H -4.15 0.77 -0.25
H -4.44 1.39 1.22
H -2.74 -1.72 1.15
H -0.43 -1.93 1.94
H -3.36 5.14 0.86
H -1.71 5.85 0.89
K -3.96 -2.51 0.15
Br -6.90 0.59 0.51
Mg -6.83 2.72 1.61
C 2.99 -2.13 -0.66
O 2.01 -1.10 -0.59
H 2.74 -2.79 -1.48
H 3.99 -1.69 -0.84
H 2.99 -2.71 0.29
H 2.25 -0.53 0.15
C 4.39 -6.21 -4.26
S 4.14 -4.85 -3.11
O 2.84 -5.08 -2.44
C 3.88 -3.59 -4.36
H 4.53 -7.12 -3.68
H 3.51 -6.32 -4.90
H 5.28 -6.02 -4.86
H 3.04 -3.87 -4.99
H 4.78 -3.48 -4.96
H 3.66 -2.66 -3.85
F 1.72 -3.66 1.33
```

Results
- E_HOMO (eV) = -8.873
- HOMO-LUMO gap (eV) = 1.33
- total charge = +1

---

| no. | calculated total energy (eV) |
| --- | --- |
| 1 | -14776.99144 |
| 2 | -14777.07573 |
| 3 | -14776.58988 |
| 4 | -14766.61267 |
| 5 | -89896.77213 |
| 6 | -216846.14599 |